# 1
ORCA calculation (ωB97M-V/def2-TZVPD) on 13 unconnected molecules or ions with the total composition C33H84F36N7O6P6.

Summary:
**Multiplicity**: 1
**Frontier orbital gap**: 0.2225 Eh
**Total charge**: +1

Positions of all 172 atoms, in Å:
1 P 7.421 5.899 -4.799
2 P 0.746 1.272 -10.523
3 P -5.393 3.962 0.331
4 P -4.912 -3.759 -6.386
5 P 0.188 -5.382 1.629
6 P 5.800 -2.708 -6.725
7 F -3.881 4.326 -0.101
8 F 6.992 4.486 -5.512
9 F 1.322 -5.756 2.701
10 F 0.296 -7.032 1.239
11 F -4.788 3.427 1.754
12 F -5.706 -3.302 -7.700
13 F 1.260 0.956 -9.022
14 F 7.808 7.299 -4.054
15 F -0.653 0.455 -10.137
16 F -3.586 -3.206 -6.953
17 F 5.925 -4.248 -6.322
18 F -1.044 -5.055 0.596
19 F -4.183 -4.183 -5.043
20 F 5.872 6.310 -5.140
21 F -6.910 3.599 0.898
22 F -5.320 -2.465 -5.487
23 F 7.051 -2.378 -5.701
24 F 4.480 -3.034 -7.528
25 F 0.218 -3.833 2.097
26 F 6.591 5.451 -3.408
27 F -0.908 -5.926 2.794
28 F -5.259 2.438 -0.188
29 F 1.295 -4.918 0.506
30 F -5.553 5.478 0.865
31 F 0.023 2.057 -11.765
32 F 8.112 6.319 -6.257
33 F 5.672 -1.141 -7.081
34 F -6.323 -4.380 -5.770
35 F 2.181 1.977 -10.834
36 F 6.764 -2.913 -8.025
37 F 1.221 -0.016 -11.414
38 F 8.811 5.217 -4.248
39 F 0.204 2.590 -9.810
40 F 4.802 -2.477 -5.428
41 F -6.025 4.368 -1.086
42 F -4.646 -5.319 -6.932
43 O -0.847 -0.822 -3.025
44 O 0.861 -7.843 -6.546
45 O -4.011 10.457 1.285
46 O -5.467 3.833 -7.694
47 O -10.098 -1.478 4.164
48 O 5.918 -7.032 0.672
49 N -7.341 -2.886 2.604
50 N 7.588 -5.382 1.274
51 N -3.401 4.655 -8.440
52 N -2.379 8.680 1.202
53 N -0.168 -5.827 -7.295
54 N 2.713 -0.499 9.614
55 N 1.249 1.244 -1.707
56 C -3.123 9.781 1.895
57 C 7.079 -4.061 1.701
58 C 6.835 -6.217 0.298
59 C 0.535 -5.160 -8.536
60 C 3.096 4.565 9.835
61 C -9.892 -2.300 3.023
62 C 4.404 -2.114 10.209
63 C -7.527 -2.895 1.055
64 C 2.159 0.052 -1.218
65 C -4.262 3.694 -7.691
66 C 1.643 2.507 -0.901
67 C -8.691 -3.380 3.175
68 C 1.538 1.418 -3.218
69 C 1.252 -5.905 -5.132
70 C 2.996 2.119 9.593
71 C -3.667 4.498 -9.968
72 C -1.269 9.280 0.303
73 C -2.558 10.165 3.291
74 C 3.537 -1.830 9.092
75 C 3.916 3.279 9.580
76 C -0.226 0.893 -1.416
77 C -6.232 -3.851 3.149
78 C 3.579 -1.817 11.496
79 C 1.612 -0.413 7.248
80 C 1.387 -0.437 8.782
81 C 2.562 -0.684 11.163
82 C -3.717 2.440 -7.141
83 C -7.009 -1.431 3.139
84 C 7.127 -5.812 -1.191
85 C 0.726 -6.623 -6.347
86 C 0.457 0.169 6.422
87 C 3.657 0.735 9.370
88 C -0.671 -0.518 -1.719
89 H 0.729 -4.113 -8.303
90 H 0.731 -1.201 9.200
91 H 2.039 -0.837 -1.837
92 H 1.025 3.334 -1.249
93 H 2.228 -6.280 -4.821
94 H -2.062 8.001 1.879
95 H -0.440 1.224 -0.400
96 H -2.726 9.291 3.921
97 H 4.327 3.410 8.579
98 H -7.702 -1.850 0.799
99 H 3.799 5.390 9.723
100 H 0.876 2.195 -3.599
101 H 7.456 -3.191 1.165
102 H -8.400 -3.494 0.797
103 H -0.774 9.957 0.999
104 H -6.207 -4.847 2.707
105 H 1.247 -4.818 -5.203
106 H -1.485 10.212 3.108
107 H -1.617 -1.390 -3.098
108 H -0.185 -5.213 -9.352
109 H -6.370 -3.846 4.230
110 H 2.092 -0.206 -0.161
111 H -3.101 11.003 3.728
112 H -2.450 4.402 -8.214
113 H 4.735 3.123 10.282
114 H 8.082 -5.301 -1.318
115 H -4.698 4.739 -10.226
116 H 2.691 2.752 -1.073
117 H -10.825 -0.865 4.029
118 H -3.102 8.227 0.661
119 H 7.127 -6.505 -2.033
120 H -7.813 -0.789 2.778
121 H -9.719 -1.697 2.131
122 H -1.819 9.663 -0.556
123 H -6.106 -1.060 2.655
124 H -6.889 -1.416 4.222
125 H -2.676 2.443 -6.818
126 H 1.527 -0.911 11.420
127 H 5.419 -1.718 10.254
128 H 0.866 0.499 8.986
129 H -8.515 -3.578 4.232
130 H 1.721 -1.480 7.056
131 H 4.029 -1.567 8.156
132 H -3.458 5.649 -8.271
133 H 3.995 0.749 8.334
134 H -6.553 -3.088 0.606
135 H -0.799 -5.186 -6.834
136 H 0.358 1.209 6.732
137 H 6.009 -4.006 1.498
138 H -1.658 -0.637 -1.272
139 H 7.311 -3.937 2.759
140 H 1.516 2.293 0.160
141 H -5.230 -3.474 2.945
142 H 2.249 2.414 8.856
143 H 2.776 -2.586 8.898
144 H -3.057 5.265 -10.445
145 H 8.491 -5.325 0.825
146 H 0.727 0.389 5.389
147 H -3.568 3.522 -10.444
148 H 4.547 0.596 9.986
149 H -0.649 8.392 0.176
150 H 2.811 0.224 11.712
151 H 7.834 -5.987 2.045
152 H 4.491 -3.201 10.199
153 H 1.322 0.579 -3.880
154 H 0.048 -1.194 -1.257
155 H -0.499 -0.337 6.562
156 H 6.246 -5.214 -1.419
157 H 4.299 -1.477 12.240
158 H 1.428 -5.692 -8.866
159 H -0.858 -6.462 -7.671
160 H 2.503 1.897 -3.385
161 H -0.682 1.612 -2.096
162 H 2.391 4.706 9.016
163 H -10.840 -2.818 2.875
164 H 2.560 2.184 10.590
165 H 3.193 0.274 -1.479
166 H -8.948 -4.320 2.685
167 H 3.249 -2.768 11.914
168 H 0.628 -6.040 -4.248
169 H 2.531 0.135 7.040
170 H -3.838 1.633 -7.864
171 H -4.389 2.151 -6.333
172 H 2.619 4.479 10.811

# 2
ORCA calculation (ωB97M-V/def2-TZVPD) on 7 unconnected molecules or ions with the total composition C33H84N4O11.

Summary:
**Multiplicity**: 1
**Frontier orbital gap**: 0.3364 Eh
**Total charge**: 0

Positions of all 132 atoms, in Å:
1 O 1.921 0.883 0.692
2 O 0.810 1.737 6.248
3 O -3.490 6.311 -1.397
4 O -2.102 -4.826 -1.493
5 O -1.409 -3.602 4.469
6 O -1.348 2.846 1.000
7 O -6.106 0.665 -1.358
8 O 7.298 -1.163 -0.256
9 O -1.366 -6.804 0.528
10 O -0.338 2.691 -3.637
11 O 3.572 4.663 -6.724
12 N 4.445 -1.683 0.231
13 N -3.727 3.324 -0.496
14 N 2.314 3.002 -4.904
15 N -0.062 -5.244 2.478
16 C -2.072 -7.918 0.014
17 C -1.305 1.543 1.588
18 C 8.642 -1.368 -0.620
19 C 3.181 0.315 1.070
20 C -2.359 -2.470 -1.166
21 C 1.880 2.277 0.682
22 C 0.026 -7.084 0.842
23 C -0.079 -0.463 6.699
24 C -5.008 2.590 -0.531
25 C -2.983 5.671 -0.247
26 C -4.006 4.619 0.182
27 C -2.546 1.253 2.398
28 C 0.995 0.322 5.943
29 C 3.997 5.954 -7.118
30 C 6.824 -2.219 0.582
31 C 3.176 -1.173 0.675
32 C 0.791 0.274 4.452
33 C -2.795 -3.828 -0.695
34 C 0.505 -4.007 2.940
35 C -6.116 -0.553 -2.030
36 C 5.521 -1.718 1.217
37 C -2.715 7.433 -1.755
38 C -1.409 2.534 -2.745
39 C -4.869 1.362 -1.401
40 C 0.800 1.960 -3.323
41 C -0.021 -3.591 4.288
42 C -1.146 0.509 0.475
43 C -4.287 -4.132 -0.725
44 C 1.666 1.746 -4.563
45 C -2.167 -2.673 3.732
46 C 4.280 4.250 -5.579
47 C 3.768 2.899 -5.137
48 C 0.607 -5.742 1.261
49 H -4.566 1.662 -2.411
50 H -0.112 0.816 4.178
51 H 2.685 -1.754 1.458
52 H -1.127 -0.497 0.900
53 H -1.529 1.466 -2.521
54 H -1.283 -2.353 -1.261
55 H -1.163 2.944 -1.758
56 H -4.171 0.648 -0.946
57 H -6.122 -0.458 -3.125
58 H -3.030 -3.148 3.267
59 H 0.383 -3.180 2.205
60 H 2.797 2.745 0.294
61 H 4.109 4.970 -4.768
62 H -3.155 7.896 -2.632
63 H 5.068 5.922 -7.329
64 H 8.735 -2.268 -1.236
65 H -7.053 -1.066 -1.805
66 H 1.700 2.717 1.669
67 H 2.330 0.901 -4.360
68 H -1.603 -5.331 -0.841
69 H 3.727 6.642 -6.306
70 H 0.914 -0.729 4.032
71 H 5.356 4.201 -5.784
72 H -5.246 2.313 0.496
73 H 1.110 2.661 0.014
74 H -4.868 -3.631 -1.501
75 H 0.569 1.013 -2.802
76 H -2.574 8.121 -0.915
77 H -4.856 -3.918 0.188
78 H 3.476 6.392 -7.970
79 H 6.715 -3.111 -0.037
80 H 0.834 1.843 7.204
81 H -2.595 0.222 2.763
82 H 1.602 -3.970 2.930
83 H -1.067 -5.306 2.470
84 H -3.379 1.292 1.688
85 H -1.988 0.452 -0.228
86 H 2.016 0.176 6.307
87 H 2.451 -1.198 -0.144
88 H 8.945 -0.497 -1.204
89 H -0.337 0.000 7.653
90 H -2.189 2.913 0.490
91 H -5.287 -1.227 -1.789
92 H -3.559 3.678 -1.438
93 H -5.809 3.180 -0.991
94 H 1.053 1.373 -5.391
95 H 3.312 0.526 2.137
96 H -2.363 2.936 -3.067
97 H -1.635 -2.103 2.963
98 H 7.487 -2.399 1.434
99 H 1.934 3.464 -5.719
100 H -0.998 -0.643 6.143
101 H 1.571 -6.058 1.677
102 H -2.459 -4.040 0.328
103 H -1.453 -8.676 -0.469
104 H 0.401 -4.262 5.037
105 H 1.433 2.426 -2.550
106 H 0.011 -7.811 1.658
107 H -1.693 7.118 -2.012
108 H 3.981 2.175 -5.938
109 H 1.545 0.808 3.861
110 H 0.588 -4.952 0.510
111 H -4.933 5.048 -0.218
112 H 0.454 -7.456 -0.093
113 H -4.390 -5.217 -0.782
114 H -2.733 -2.318 -2.187
115 H -2.657 -8.412 0.803
116 H -0.356 1.450 2.111
117 H -4.140 4.523 1.258
118 H 3.924 0.903 0.518
119 H -2.827 -7.493 -0.653
120 H 5.763 -0.740 1.647
121 H 4.166 2.510 -4.199
122 H -2.535 -1.914 4.432
123 H -2.829 6.390 0.574
124 H -2.743 1.889 3.260
125 H -0.323 0.794 -0.173
126 H -2.853 -1.695 -0.577
127 H 5.287 -2.438 2.005
128 H 0.434 -2.611 4.495
129 H 9.397 -1.426 0.173
130 H 4.810 -1.076 -0.497
131 H -1.943 5.347 -0.392
132 H 0.269 -1.458 7.004

# 3
ORCA calculation (ωB97M-V/def2-TZVPD) on 7 unconnected molecules or ions with the total composition C33H86Cl3N8O7P2.

Summary:
**Multiplicity**: 1
**Frontier orbital gap**: 0.2926 Eh
**Total charge**: +1

Positions of all 139 atoms, in Å:
1 Cl 4.767 -4.648 0.039
2 Cl 3.824 -0.381 -4.663
3 Cl 5.713 -2.057 -2.666
4 P 3.053 0.624 -1.455
5 P 2.857 -1.572 -1.797
6 O 1.585 -4.019 5.268
7 O -1.310 2.032 5.822
8 O 2.162 0.813 -0.113
9 O -6.829 2.625 1.812
10 O -3.433 0.748 -5.745
11 O -3.161 0.171 2.013
12 O 6.029 3.476 -7.130
13 N -2.016 3.880 7.933
14 N 7.282 0.957 -6.565
15 N -0.780 0.145 0.438
16 N 2.059 1.279 -2.673
17 N 1.185 -2.517 1.742
18 N -2.150 1.063 -3.198
19 N 1.147 -4.511 8.087
20 N -6.391 -0.095 0.971
21 C -7.218 0.194 2.146
22 C 1.255 -5.073 4.380
23 C 2.065 -2.112 -3.356
24 C -1.466 2.560 8.247
25 C -8.686 0.003 1.780
26 C 2.494 -2.411 -5.818
27 C -4.452 1.679 -6.076
28 C -2.127 1.270 -5.679
29 C 2.066 -2.031 0.967
30 C 2.367 -1.384 -4.679
31 C -1.003 2.426 1.286
32 C 5.416 2.276 -7.548
33 C 0.487 -3.427 5.939
34 C 6.381 1.092 -7.713
35 C -0.777 -5.428 6.916
36 C -0.011 2.719 8.674
37 C 4.143 -4.028 -1.513
38 C -3.074 0.981 0.857
39 C 3.293 -1.326 1.499
40 C -8.069 3.212 1.459
41 C -6.903 1.569 2.749
42 C 4.764 -4.838 -2.631
43 C -1.769 1.914 -4.334
44 C 1.719 -2.204 -0.512
45 C -1.647 1.333 0.438
46 C 4.431 -2.490 -1.531
47 C -2.367 3.302 -4.132
48 C 0.066 1.935 5.511
49 C 7.207 1.151 -8.993
50 C 0.031 -4.168 7.204
51 C 6.610 4.257 -8.160
52 C -1.668 1.553 7.107
53 C -3.094 0.871 3.251
54 H -1.945 1.965 -6.509
55 H 7.643 3.962 -8.357
56 H -3.576 1.849 3.185
57 H -3.433 3.255 -3.912
58 H -6.500 0.683 0.326
59 H 3.055 -1.968 -6.630
60 H 0.299 -4.889 3.881
61 H -2.018 2.169 9.107
62 H -8.756 3.235 2.309
63 H 0.561 3.309 7.956
64 H -7.609 1.819 3.552
65 H 0.156 1.870 4.425
66 H 8.003 1.892 -8.929
67 H 0.516 1.041 5.953
68 H 2.040 -5.116 3.624
69 H 4.411 -5.860 -2.512
70 H -1.465 0.411 -5.830
71 H 1.446 -2.388 2.719
72 H -1.683 3.267 1.420
73 H 1.075 1.066 -2.534
74 H -0.351 -3.285 5.243
75 H 2.952 -0.404 1.961
76 H -1.150 0.608 7.317
77 H 5.844 -4.873 -2.566
78 H -1.676 0.168 -3.285
79 H -1.886 3.801 -3.291
80 H -0.144 -6.248 6.576
81 H -3.521 0.389 0.052
82 H 4.434 -4.513 -3.614
83 H 1.628 -3.664 8.375
84 H 1.516 -2.747 -6.141
85 H -3.013 3.801 7.757
86 H -5.909 1.517 3.201
87 H 0.777 -1.691 -0.703
88 H -1.697 1.701 -0.590
89 H 0.043 3.237 9.630
90 H 3.076 -4.211 -1.536
91 H 0.997 -2.029 -3.156
92 H -3.133 0.827 -3.306
93 H -7.869 4.236 1.145
94 H -1.280 -5.763 7.821
95 H -2.736 1.325 7.042
96 H -8.890 -1.051 1.598
97 H 4.033 -1.030 0.767
98 H 6.583 1.391 -9.856
99 H -1.624 4.181 7.046
100 H 1.228 -6.040 4.887
101 H -8.540 2.687 0.624
102 H 1.530 -3.259 -0.684
103 H 4.830 2.442 -8.462
104 H 6.728 0.823 -5.724
105 H -2.226 3.924 -5.017
106 H 0.833 -2.433 6.237
107 H 1.836 -5.019 7.540
108 H 1.516 -0.761 -4.928
109 H -0.678 2.024 -4.320
110 H -3.688 1.883 0.965
111 H -0.100 2.800 0.801
112 H 4.705 2.023 -6.756
113 H -8.951 0.544 0.872
114 H 4.825 -2.243 -0.557
115 H -0.855 -0.302 1.349
116 H 0.477 1.749 8.788
117 H 2.175 2.283 -2.602
118 H -5.263 1.121 -6.540
119 H 2.254 -3.181 -3.441
120 H -2.065 0.991 3.591
121 H -1.174 -0.541 -0.202
122 H 6.614 5.292 -7.822
123 H 3.733 -1.936 2.281
124 H -4.847 2.177 -5.188
125 H 6.031 4.193 -9.085
126 H 0.618 2.819 5.837
127 H 7.679 0.187 -9.178
128 H -9.342 0.340 2.584
129 H -0.620 -3.479 7.749
130 H -5.412 -0.064 1.241
131 H -4.091 2.428 -6.786
132 H -6.973 -0.546 2.914
133 H 3.073 -3.259 -5.461
134 H 1.233 0.572 -0.319
135 H 5.766 0.187 -7.764
136 H -3.618 0.270 3.993
137 H -1.539 -5.245 6.155
138 H -0.713 2.062 2.271
139 H 7.729 1.858 -6.424

Table of maximum force (eV Å⁻¹), in record order: 7.49; 2.43; 1.73